A structure of composition C31H30B2F2MnN6OPS, computed with ωB97M-V with the def2-TZVPD basis set.

Values from the calculation:
Kohn-Sham gap (alpha / beta): 0.184 / 0.281 Ha
Total charge: -1
Multiplicity: 6
E_HOMO (alpha / beta): -2.279 / -5.030 eV
DFT total energy: -3743.23398 Eh
Relative energy (zero: lowest compared OMol25 entry of this formula, charge and spin): 52.5 kJ/mol

Each line ends with the Mulliken charge.
Positions of all 75 atoms, in Å:
Mn  0.64  -1.44  0.49  0.382
B  3.07  -0.77  3.14  0.257
N  1.66  -1.41  3.46  -0.649
C  1.24  -1.61  4.72  -0.238
C  -0.08  -2.03  4.69  -1.131
C  -0.39  -2.06  3.33  -0.590
N  0.66  -1.67  2.60  0.973
N  3.53  -1.07  1.68  -0.230
C  4.80  -1.29  1.32  -0.361
C  4.91  -1.15  -0.05  -1.314
C  3.61  -0.83  -0.46  -0.244
N  2.79  -0.77  0.59  0.563
H  3.88  -1.29  3.88  -0.204
H  3.00  0.43  3.31  -0.168
H  1.91  -1.44  5.54  0.431
H  -0.71  -2.29  5.52  0.426
H  -1.31  -2.34  2.85  0.567
H  5.54  -1.53  2.07  0.453
H  5.79  -1.27  -0.66  0.416
H  3.23  -0.66  -1.45  0.459
O  0.93  -2.07  -1.50  -0.796
C  0.59  -0.86  -1.36  0.377
C  0.38  0.33  -2.02  -0.070
C  0.49  0.54  -3.43  -0.566
C  0.32  1.80  -3.94  -0.538
C  0.04  2.90  -3.10  -0.958
C  -0.09  2.70  -1.73  0.046
C  0.05  1.44  -1.19  0.173
P  -0.04  0.98  0.57  1.711
C  -1.76  1.25  1.10  0.216
C  -2.06  1.05  2.45  -0.310
C  -3.35  1.23  2.92  -0.740
C  -4.36  1.59  2.04  -0.600
C  -4.08  1.77  0.69  -0.594
C  -2.78  1.60  0.22  -0.187
C  0.82  2.41  1.38  0.441
C  2.21  2.45  1.33  -0.308
C  2.91  3.54  1.82  -0.762
C  2.23  4.62  2.37  -0.503
C  0.84  4.59  2.42  -0.714
C  0.14  3.50  1.93  -0.238
H  0.69  -0.31  -4.08  0.466
H  0.41  1.96  -5.01  0.386
H  -0.07  3.89  -3.53  0.384
H  -0.31  3.54  -1.08  0.496
H  -1.27  0.76  3.14  0.410
H  -3.57  1.07  3.97  0.395
H  -5.38  1.71  2.40  0.345
H  -4.87  2.02  0.00  0.389
H  -2.56  1.69  -0.84  0.019
H  2.76  1.61  0.92  0.093
H  3.99  3.55  1.78  0.420
H  2.77  5.48  2.75  0.358
H  0.29  5.43  2.84  0.413
H  -0.94  3.49  1.98  0.369
F  0.46  -4.45  0.27  -0.258
B  1.27  -3.40  0.43  0.401
F  2.57  -3.70  0.45  -0.286
C  -1.25  -4.28  -4.16  -1.474
C  -1.78  -3.06  -3.49  0.673
C  -2.32  -1.96  -4.09  -0.782
C  -2.80  -0.90  -3.32  0.661
N  -2.70  -0.92  -1.93  -0.166
C  -2.16  -1.95  -1.37  0.181
S  -1.85  -2.06  0.36  -0.686
N  -1.77  -3.07  -2.09  -0.115
C  -3.38  0.35  -3.90  -1.251
H  -1.23  -4.13  -5.24  0.367
H  -1.87  -5.16  -3.95  0.289
H  -0.23  -4.51  -3.83  0.315
H  -2.36  -1.91  -5.17  0.289
H  -1.18  -3.71  -1.60  0.217
H  -3.32  0.35  -4.99  0.358
H  -2.84  1.23  -3.53  0.165
H  -4.43  0.48  -3.62  0.279

---

A structure of composition C31H30BClN6Pd, computed with ωB97M-V with the def2-TZVPD basis set.

Values from the calculation:
Kohn-Sham gap: 0.307 Ha
Multiplicity: 1
E_HOMO: -8.039 eV
DFT total energy: -2140.87487 Eh
Relative energy (zero: lowest compared OMol25 entry of this formula, charge and spin): 8.0 kJ/mol

Each line ends with the Mulliken charge.
Positions of all 70 atoms, in Å:
Pd  -0.25  -0.64  0.64  0.012
C  0.21  3.79  -2.65  -1.442
C  0.13  3.15  -1.31  0.530
C  0.14  3.73  -0.06  -1.304
C  0.06  2.66  0.85  -0.223
N  0.01  1.51  0.18  1.826
N  0.06  1.81  -1.14  -0.340
B  0.02  0.70  -2.21  -0.206
N  1.30  -0.15  -2.09  0.706
N  1.79  -0.44  -0.87  0.036
C  2.96  -1.03  -1.04  -0.016
C  3.24  -1.14  -2.42  -1.348
C  2.16  -0.56  -3.05  0.673
C  1.91  -0.40  -4.51  -1.384
C  3.78  -1.43  0.11  0.699
C  3.62  -0.80  1.34  -0.278
C  4.38  -1.18  2.43  -0.715
C  5.33  -2.18  2.30  -0.412
C  5.51  -2.81  1.08  -0.629
C  4.73  -2.44  -0.01  -0.595
N  -1.29  -0.14  -2.03  0.654
N  -1.73  -0.52  -0.81  0.068
C  -2.92  -1.10  -0.96  -0.229
C  -3.27  -1.09  -2.31  -1.329
C  -2.22  -0.46  -2.95  0.686
C  -2.06  -0.16  -4.41  -1.254
C  -3.69  -1.58  0.19  0.730
C  -4.55  -2.67  0.06  -0.708
C  -5.29  -3.12  1.15  -0.675
C  -5.17  -2.49  2.38  -0.413
C  -4.33  -1.39  2.51  -0.613
C  -3.59  -0.94  1.43  -0.186
C  0.02  2.74  2.32  0.909
C  -0.14  1.61  3.12  0.108
C  -0.16  1.72  4.50  -1.151
C  -0.03  2.95  5.12  -0.374
C  0.13  4.08  4.33  -0.756
C  0.16  3.97  2.95  -0.683
H  0.27  4.87  -2.53  0.378
H  -0.68  3.57  -3.25  0.251
H  1.08  3.45  -3.21  0.272
H  0.20  4.78  0.14  0.481
H  -0.02  1.20  -3.29  -0.233
H  4.12  -1.54  -2.89  0.478
H  2.82  -0.62  -5.07  0.386
H  1.59  0.62  -4.76  0.273
H  1.13  -1.08  -4.86  0.146
H  2.89  0.00  1.43  0.617
H  4.25  -0.67  3.38  0.402
H  5.93  -2.48  3.15  0.383
H  6.24  -3.60  0.97  0.383
H  4.86  -2.94  -0.96  0.357
H  -4.18  -1.44  -2.76  0.532
H  -2.97  -0.46  -4.93  0.385
H  -1.22  -0.70  -4.84  0.130
H  -1.89  0.90  -4.57  0.238
H  -4.62  -3.18  -0.89  0.415
H  -5.94  -3.97  1.03  0.384
H  -5.75  -2.84  3.23  0.397
H  -4.24  -0.89  3.46  0.424
H  -2.94  -0.08  1.53  0.493
H  -0.26  0.63  2.67  0.210
H  -0.29  0.82  5.10  0.446
H  -0.04  3.03  6.19  0.400
H  0.24  5.06  4.79  0.392
H  0.29  4.87  2.35  0.304
Cl  0.80  -2.51  2.16  -0.131
C  -0.61  -2.49  1.09  -0.598
H  -1.51  -2.65  1.67  0.268
H  -0.49  -3.21  0.28  0.365

---

A structure of composition C31H30BF4IrN4O5Se at a distorted geometry, computed with ωB97M-V with the def2-TZVPD basis set.

Values from the calculation:
Kohn-Sham gap (alpha / beta): 0.170 / 0.160 Ha
Total charge: +1
Multiplicity: 2
E_HOMO (alpha / beta): -10.630 / -10.388 eV
DFT total energy: -4724.25209 Eh

Each line ends with the Mulliken charge.
Positions of all 77 atoms, in Å:
Ir  0.55  1.01  -1.58  0.268
C  3.55  3.59  -1.79  -1.584
C  3.20  2.66  -0.65  2.010
C  4.22  2.69  0.47  -1.622
O  3.02  1.30  -1.13  -0.509
C  1.77  2.95  -0.12  -0.119
O  1.54  3.11  1.07  -0.615
O  0.85  2.83  -1.04  -0.446
H  4.53  3.32  -2.20  0.451
H  3.61  4.62  -1.44  0.405
H  2.80  3.54  -2.58  0.362
H  5.21  2.48  0.07  0.449
H  3.97  1.95  1.23  0.226
H  4.22  3.67  0.94  0.347
H  3.69  1.09  -1.79  0.299
C  -4.22  0.32  -3.81  -1.789
C  -3.60  0.95  -2.57  1.523
C  -4.43  0.57  -1.34  -2.008
O  -2.28  0.37  -2.37  -0.121
B  -1.41  1.38  -2.08  0.452
O  -1.96  2.62  -2.15  -0.315
C  -3.30  2.49  -2.69  1.531
C  -3.24  2.99  -4.13  -1.990
C  -4.22  3.38  -1.87  -1.826
H  -4.36  -0.75  -3.63  0.423
H  -3.57  0.43  -4.67  0.344
H  -5.18  0.77  -4.03  0.384
H  -4.48  -0.51  -1.28  0.498
H  -5.44  0.97  -1.41  0.393
H  -3.96  0.95  -0.43  0.290
H  -2.50  2.42  -4.70  0.328
H  -2.93  4.04  -4.13  0.503
H  -4.21  2.91  -4.61  0.381
H  -4.16  3.15  -0.81  0.327
H  -5.25  3.27  -2.20  0.351
H  -3.92  4.42  -2.01  0.464
C  1.11  1.42  7.53  -1.471
C  0.88  1.45  6.06  0.838
C  0.09  2.44  5.47  -0.966
C  -0.15  2.47  4.12  0.688
C  -0.96  3.58  3.52  -1.585
C  0.42  1.43  3.31  0.289
Se  -0.07  1.35  1.54  0.306
C  1.30  0.46  3.88  0.941
C  2.02  -0.58  3.06  -1.606
C  1.49  0.48  5.24  -0.758
H  0.54  2.20  8.04  0.357
H  2.17  1.56  7.76  0.360
H  0.82  0.45  7.94  0.371
H  -0.35  3.21  6.10  0.317
H  -1.25  4.30  4.29  0.415
H  -1.88  3.19  3.06  0.370
H  -0.40  4.09  2.75  0.305
H  1.73  -0.55  2.02  0.225
H  1.83  -1.58  3.46  0.453
H  3.10  -0.41  3.12  0.364
H  2.13  -0.26  5.70  0.511
F  1.29  -3.04  -0.33  -0.179
C  1.08  -4.21  -0.94  0.325
C  1.77  -5.30  -0.50  0.026
F  2.61  -5.14  0.51  -0.291
C  1.59  -6.58  -1.08  0.291
C  0.64  -6.66  -2.12  0.232
C  -0.06  -5.56  -2.55  0.208
F  -0.92  -5.70  -3.55  -0.281
C  0.14  -4.29  -1.98  0.455
C  -0.60  -3.13  -2.43  0.205
C  -0.16  -1.85  -2.19  0.851
N  0.22  -0.76  -2.01  -0.646
C  -1.84  -3.24  -3.11  -0.176
N  -2.87  -3.29  -3.63  -0.450
F  0.41  -7.81  -2.72  -0.277
C  2.33  -7.71  -0.65  0.902
C  2.21  -8.99  -1.24  -0.051
N  2.17  -10.06  -1.68  -0.431
C  3.27  -7.66  0.41  -0.048
N  4.05  -7.69  1.27  -0.452